{"formula": "C22H24N6O3OsS3Si", "method": "the ωB97M-V functional and the def2-TZVPD basis", "species": ["Os", "N", "C", "N", "C", "C", "S", "C", "C", "S", "C", "N", "N", "H", "H", "H", "H", "H", "H", "C", "Si", "C", "C", "N", "C", "C", "C", "C", "C", "C", "H", "H", "H", "H", "H", "H", "H", "H", "H", "H", "H", "H", "H", "H", "O", "S", "O", "N", "C", "O", "C", "C", "C", "C", "C", "C", "H", "H", "H", "H"], "coordinates": [[-0.385218, 1.027876, 0.198244], [0.214662, -1.789713, -1.735386], [-1.030037, -1.303532, -1.686908], [-1.421823, -0.240727, -0.998897], [-2.799745, -0.027644, -1.112989], [-3.442664, -0.915843, -1.882694], [-2.330500, -2.081983, -2.514511], [-3.292271, 1.084208, -0.326158], [-4.508572, 1.633058, -0.208194], [-4.468489, 2.957636, 0.907412], [-2.785472, 2.729943, 1.141593], [-2.303291, 1.687653, 0.464736], [-2.048769, 3.533334, 1.907124], [1.034215, -1.263646, -1.450187], [0.406125, -2.569512, -2.343851], [-4.493946, -0.961239, -2.112411], [-5.424486, 1.361473, -0.705736], [-2.459868, 4.326595, 2.369662], [-1.052004, 3.412768, 1.977037], [-2.828649, -0.212020, 3.238684], [-1.323164, -1.145046, 2.663477], [-1.739130, -2.458534, 1.424821], [-0.245430, -1.751526, 4.038935], [-0.288634, 0.124207, 1.784655], [0.749250, 0.819008, 2.511201], [0.428278, 1.690746, 3.561675], [1.441761, 2.368314, 4.215001], [2.768391, 2.163539, 3.844597], [3.088926, 1.271270, 2.831518], [2.082445, 0.590390, 2.168499], [-3.370972, -0.850818, 3.941502], [-3.510628, 0.016170, 2.416989], [-2.587464, 0.709657, 3.770144], [-2.175948, -3.297901, 1.973661], [-0.854621, -2.835128, 0.908386], [-2.476979, -2.136360, 0.690698], [-0.724354, -2.609275, 4.517578], [-0.080569, -0.994144, 4.806438], [0.729198, -2.085124, 3.676036], [-0.598174, 1.790173, 3.887954], [1.202439, 3.044823, 5.024238], [3.556243, 2.691355, 4.364875], [4.118834, 1.101420, 2.550859], [2.324393, -0.140967, 1.411790], [2.772454, -0.794357, -1.569394], [2.907072, 0.610817, -1.306985], [3.883544, 1.045467, -0.365611], [1.397107, 1.189764, -0.859496], [0.886486, 2.039748, -1.770270], [-0.297187, 2.414510, -1.535766], [1.771296, 2.325936, -2.903177], [1.583962, 3.182527, -3.972964], [2.605473, 3.269172, -4.911824], [3.772901, 2.524169, -4.774487], [3.965787, 1.663050, -3.696096], [2.939251, 1.581200, -2.781363], [0.677120, 3.763969, -4.066498], [2.495514, 3.928973, -5.761222], [4.551193, 2.614550, -5.520119], [4.876736, 1.090473, -3.588727]], "forces_ev_per_angstrom": [[0.11, -0.15, 0.64], [-0.48, 0.01, -0.02], [0.43, -0.30, -0.10], [-0.01, 0.18, 0.00], [-0.07, -0.01, 0.06], [0.02, -0.10, -0.08], [-0.09, 0.17, 0.06], [0.08, 0.02, 0.09], [-0.01, 0.00, 0.04], [-0.08, 0.03, -0.04], [0.10, -0.05, -0.16], [0.05, 0.20, -0.20], [-0.02, -0.06, 0.15], [0.00, -0.01, 0.02], [-0.01, -0.01, 0.00], [0.00, -0.04, -0.01], [-0.01, -0.01, 0.02], [0.01, 0.02, -0.01], [0.04, 0.00, 0.01], [0.01, -0.07, 0.01], [-0.01, -0.03, -0.01], [0.02, -0.02, 0.06], [0.00, -0.01, -0.02], [0.20, -0.03, -0.10], [-0.23, 0.06, -0.08], [0.04, 0.00, 0.09], [-0.10, -0.06, -0.04], [0.10, -0.04, -0.05], [0.04, 0.11, 0.09], [-0.05, 0.05, -0.09], [-0.02, 0.01, -0.01], [0.01, 0.01, 0.00], [-0.01, 0.00, 0.00], [0.00, -0.01, -0.03], [0.01, 0.00, 0.00], [-0.04, 0.03, -0.03], [0.00, 0.01, 0.01], [0.00, 0.00, 0.00], [-0.01, -0.01, -0.01], [-0.06, 0.08, -0.07], [0.00, 0.00, 0.00], [0.00, 0.00, -0.01], [0.00, 0.00, 0.00], [0.00, -0.06, -0.04], [0.10, -0.10, -0.01], [0.07, 0.34, 0.19], [0.00, -0.07, -0.09], [-0.15, -0.05, -0.21], [-0.29, 0.16, 0.01], [0.29, -0.18, -0.11], [-0.09, -0.04, 0.12], [0.02, -0.02, -0.01], [0.00, 0.00, 0.01], [0.01, 0.00, -0.02], [-0.05, 0.02, 0.03], [0.12, 0.00, -0.07], [0.00, 0.00, 0.00], [0.00, 0.00, 0.00], [-0.01, 0.00, 0.00], [0.00, 0.00, 0.00]], "mulliken_charge": [0.13, -0.10, 0.25, 0.57, -0.38, -0.25, -0.16, -0.52, -0.05, -0.16, 0.32, 0.53, -0.32, 0.04, 0.28, 0.51, 0.50, 0.25, 0.09, -0.86, -0.08, -0.86, -1.09, 0.98, -0.61, 0.10, -0.82, -0.62, -0.96, -0.20, 0.49, 0.23, 0.28, 0.48, 0.30, 0.20, 0.41, 0.35, 0.36, 0.41, 0.49, 0.45, 0.52, 0.95, -0.78, 0.86, -0.58, 0.12, 0.99, -0.76, -0.13, -0.59, -0.63, -0.56, -0.72, 0.40, 0.56, 0.43, 0.44, 0.52], "largest_force_ha_per_bohr": 0.0129, "charge": 2, "energy_ev": -81125.534, "gap_ha": 0.2411, "e_above_lowest_kj_mol": 33.80, "molar_mass_g_mol": 734.990}